[1]
{"formula": "C6H24N4O6", "method": "ωB97M-V with the def2-TZVPD basis set", "elements": ["N", "C", "N", "O", "H", "H", "H", "H", "N", "C", "N", "O", "H", "H", "H", "H", "C", "O", "H", "H", "H", "H", "C", "O", "H", "H", "H", "H", "C", "O", "H", "H", "H", "H", "C", "O", "H", "H", "H", "H"], "coordinates": [[18.062, 8.279, -21.174], [19.335, 8.222, -21.389], [19.972, 7.095, -21.120], [19.839, 9.296, -21.992], [17.544, 9.096, -21.458], [17.455, 7.473, -20.942], [20.992, 7.100, -21.279], [19.509, 6.292, -20.616], [16.533, 8.644, -24.939], [17.066, 9.806, -25.019], [17.947, 10.028, -24.079], [16.524, 10.798, -25.885], [15.726, 8.471, -25.628], [16.952, 7.829, -24.371], [18.402, 10.964, -24.157], [18.551, 9.258, -23.702], [20.861, 11.988, -23.809], [19.783, 11.723, -22.901], [21.761, 12.163, -23.196], [20.595, 12.673, -24.600], [21.159, 11.043, -24.243], [19.825, 10.824, -22.583], [17.858, 11.787, -19.854], [16.527, 12.263, -20.077], [18.548, 12.494, -20.359], [18.088, 10.833, -20.352], [18.022, 11.626, -18.879], [16.418, 13.152, -19.722], [21.509, 10.335, -19.927], [21.846, 10.902, -18.699], [20.967, 9.426, -19.753], [22.398, 10.063, -20.445], [21.089, 11.157, -20.524], [22.302, 10.231, -18.246], [16.588, 13.055, -23.717], [16.876, 13.299, -25.130], [17.391, 12.748, -23.042], [15.794, 12.364, -23.709], [16.228, 14.061, -23.395], [17.018, 12.464, -25.631]], "forces_ev_per_angstrom": [[-4.52, -1.15, 1.07], [2.09, 4.55, -3.45], [1.51, -1.85, 0.82], [-0.39, -4.64, 2.16], [0.30, 0.17, -0.08], [0.99, 0.79, -0.04], [-1.13, -0.23, 0.25], [1.01, 1.60, -0.91], [-3.29, -5.79, -1.54], [-2.85, 6.46, -3.74], [3.14, 1.79, 0.62], [2.94, -5.34, 4.03], [2.00, 0.08, 1.63], [-1.15, 2.12, -1.47], [-0.20, -1.15, 0.61], [-0.82, 1.32, -0.47], [0.52, -1.83, 1.58], [-0.18, 1.83, -0.83], [-0.19, 1.12, -0.48], [0.02, 0.49, 0.27], [-0.16, -0.42, -0.80], [0.25, -0.51, 0.30], [-0.16, 1.31, -4.17], [-0.27, -0.79, -0.19], [0.05, -0.34, 0.74], [-0.79, 0.26, -0.13], [0.92, -0.20, 3.75], [0.33, -0.21, -0.02], [0.29, 1.08, -0.38], [-0.47, 1.48, 0.32], [-1.01, -0.15, -0.38], [0.98, -0.43, -0.73], [-0.67, -0.83, 0.15], [0.99, -1.00, 1.31], [0.06, 2.06, -1.65], [0.97, 0.15, 0.86], [0.32, -0.05, -0.49], [-1.08, -0.96, 0.52], [0.14, -0.87, 0.15], [-0.50, 0.08, 0.81]], "mulliken_charge": [-0.34, 0.50, -0.43, -0.86, 0.26, 0.19, 0.29, 0.19, -0.38, 0.49, -0.02, -0.77, 0.28, 0.20, -0.02, 0.22, -0.90, -0.51, 0.27, 0.31, 0.35, 0.66, -0.19, -0.56, 0.24, -0.30, 0.52, 0.31, -0.30, -0.54, 0.12, 0.35, 0.06, 0.29, -0.49, -0.58, 0.11, 0.30, 0.28, 0.39], "total_energy_ev": -24854.09126, "homo_energy_ev": -8.6, "gap_ev": 8.26, "relative_energy_kcal_mol": 71.2, "largest_force_ha_per_bohr": 0.1554}

***

[2]
{"formula": "C40H78Br12F3O14S6", "method": "ωB97M-V with the def2-TZVPD basis set", "elements": ["C", "O", "O", "C", "F", "F", "F", "C", "C", "H", "H", "H", "H", "H", "H", "C", "C", "C", "S", "O", "O", "C", "H", "H", "H", "H", "H", "H", "H", "H", "C", "C", "C", "S", "O", "O", "C", "H", "H", "H", "H", "H", "H", "H", "H", "C", "C", "C", "S", "O", "O", "C", "H", "H", "H", "H", "H", "H", "H", "H", "C", "C", "C", "S", "O", "O", "C", "H", "H", "H", "H", "H", "H", "H", "H", "C", "C", "C", "S", "O", "O", "C", "H", "H", "H", "H", "H", "H", "H", "H", "C", "C", "C", "S", "O", "O", "C", "H", "H", "H", "H", "H", "H", "H", "H", "Br", "C", "C", "Br", "H", "H", "H", "H", "Br", "C", "C", "Br", "H", "H", "H", "H", "Br", "C", "C", "Br", "H", "H", "H", "H", "Br", "C", "C", "Br", "H", "H", "H", "H", "Br", "C", "C", "Br", "H", "H", "H", "H", "Br", "C", "C", "Br", "H", "H", "H", "H"], "coordinates": [[-1.587, 0.722, -0.032], [-0.749, -0.473, -0.091], [-2.606, 0.445, 0.835], [-0.842, 2.103, 0.108], [0.141, 2.341, -0.829], [-1.724, 3.116, -0.042], [-0.209, 2.220, 1.280], [0.116, -0.701, 1.036], [0.983, -1.758, 0.347], [1.241, -1.519, -0.682], [1.915, -1.798, 0.925], [0.654, -2.797, 0.398], [-0.414, -1.024, 1.933], [0.779, 0.125, 1.292], [-1.934, 0.641, -1.072], [2.287, -4.973, 1.620], [3.500, -5.922, 1.611], [4.683, -5.083, 2.077], [4.115, -3.893, 3.355], [4.520, -2.552, 3.025], [4.266, -4.514, 4.663], [2.330, -4.146, 2.899], [1.299, -5.427, 1.553], [2.405, -4.263, 0.800], [3.511, -6.433, 0.648], [3.432, -6.742, 2.330], [4.960, -4.437, 1.242], [5.609, -5.595, 2.332], [1.852, -3.167, 2.930], [2.044, -4.662, 3.817], [-1.671, -3.090, 3.891], [-1.800, -3.216, 2.423], [-2.926, -4.202, 2.127], [-2.953, -5.504, 3.418], [-2.220, -6.652, 2.877], [-4.270, -5.639, 4.014], [-1.748, -4.485, 4.508], [-2.528, -2.538, 4.283], [-0.761, -2.611, 4.250], [-0.877, -3.501, 1.909], [-1.927, -2.224, 1.980], [-2.888, -4.731, 1.177], [-3.892, -3.710, 2.247], [-0.791, -5.003, 4.423], [-2.030, -4.571, 5.557], [-3.466, 0.410, -6.056], [-2.428, 1.277, -5.250], [-2.074, 0.277, -4.108], [-1.659, -1.245, -4.979], [-2.102, -2.361, -4.150], [-0.279, -1.147, -5.451], [-2.859, -0.961, -6.383], [-3.667, 0.903, -7.007], [-4.367, 0.232, -5.471], [-2.894, 2.165, -4.830], [-1.623, 1.456, -5.961], [-3.028, 0.103, -3.610], [-1.213, 0.511, -3.485], [-3.611, -1.748, -6.405], [-2.284, -1.076, -7.302], [-0.857, 6.004, 4.174], [-0.989, 4.732, 3.287], [-2.186, 4.939, 2.291], [-2.957, 6.517, 2.754], [-3.956, 6.343, 3.803], [-3.347, 7.425, 1.672], [-1.483, 7.196, 3.574], [0.220, 6.118, 4.307], [-1.298, 5.691, 5.121], [-1.085, 3.822, 3.877], [-0.122, 4.644, 2.635], [-2.987, 4.218, 2.441], [-1.697, 5.040, 1.325], [-1.698, 8.072, 4.184], [-0.870, 7.651, 2.793], [3.031, 5.621, -1.967], [3.309, 5.262, -0.521], [1.989, 5.339, 0.258], [1.198, 6.823, -0.255], [1.926, 7.899, 0.344], [-0.245, 6.743, -0.244], [1.948, 6.724, -1.960], [2.633, 4.749, -2.490], [3.942, 5.877, -2.507], [4.065, 5.947, -0.132], [3.792, 4.291, -0.408], [2.057, 5.320, 1.344], [1.367, 4.556, -0.182], [2.271, 7.754, -2.107], [1.128, 6.501, -2.643], [2.539, -3.782, -4.878], [2.220, -3.010, -3.581], [1.379, -4.008, -2.727], [1.877, -5.752, -3.213], [0.743, -6.416, -3.838], [2.609, -6.345, -2.109], [3.044, -5.182, -4.550], [3.292, -3.286, -5.491], [1.610, -3.865, -5.444], [1.750, -2.042, -3.742], [3.175, -2.818, -3.086], [0.303, -4.088, -2.889], [1.509, -3.904, -1.650], [3.105, -5.927, -5.339], [3.967, -5.127, -3.970], [3.760, 1.151, -5.952], [3.322, 1.139, -4.037], [1.806, 1.119, -3.680], [0.769, 2.703, -4.132], [3.821, 1.997, -3.591], [3.817, 0.270, -3.608], [1.685, 0.971, -2.606], [1.413, 0.200, -4.114], [4.298, 1.340, 4.315], [2.447, 1.999, 4.293], [1.492, 0.986, 3.708], [1.639, -0.699, 4.734], [2.366, 2.889, 3.669], [2.039, 2.258, 5.269], [1.806, 0.763, 2.692], [0.444, 1.273, 3.744], [4.050, 1.004, -0.466], [4.884, -0.264, 0.864], [5.695, -1.394, 0.200], [4.519, -2.648, -0.683], [4.027, -0.641, 1.415], [5.485, 0.368, 1.514], [6.360, -1.860, 0.924], [6.252, -0.980, -0.638], [-5.562, 2.191, -3.297], [-4.672, 1.878, -1.508], [-5.533, 2.524, -0.406], [-5.858, 4.453, -0.763], [-3.654, 2.261, -1.541], [-4.548, 0.809, -1.341], [-5.042, 2.456, 0.563], [-6.501, 2.031, -0.381], [-2.072, 0.227, 5.505], [-2.431, 0.965, 3.640], [-3.831, 0.637, 3.142], [-4.991, 1.543, 4.451], [-1.675, 0.473, 3.031], [-2.262, 2.039, 3.670], [-3.901, -0.449, 3.178], [-4.044, 1.044, 2.158], [-4.616, -1.394, -3.258], [-3.321, -2.244, -2.053], [-3.802, -2.328, -0.642], [-5.318, -3.548, -0.385], [-2.470, -1.562, -2.011], [-2.966, -3.150, -2.537], [-4.075, -1.337, -0.285], [-3.020, -2.681, 0.028]], "forces_ev_per_angstrom": [[-2.48, -2.68, 0.41], [0.75, 2.23, 0.78], [1.61, 1.92, -0.95], [0.01, -0.84, -0.71], [-0.65, -0.47, 0.29], [0.39, -0.44, 0.27], [-0.16, 0.50, 0.64], [0.13, -1.16, -2.50], [1.54, -0.73, 1.99], [-0.20, 0.31, 0.08], [0.33, -0.09, -0.21], [-0.65, 0.16, -0.13], [0.03, -0.05, -0.05], [-0.40, 0.27, -0.32], [-0.06, 0.92, -0.49], [0.06, 0.71, 0.65], [-0.73, -0.51, 1.16], [0.82, 0.97, -1.37], [-2.03, -2.33, -0.94], [0.67, 0.20, 0.30], [0.56, 0.94, -0.46], [1.09, 0.33, 1.29], [0.18, -0.35, -0.22], [-0.08, -0.17, -0.22], [0.80, 0.44, -0.22], [-0.61, 0.04, 0.15], [0.04, 0.19, 0.09], [-0.30, -0.20, 0.52], [-0.03, -0.01, -0.43], [-0.46, -0.36, -0.30], [-0.50, -0.66, 1.89], [0.55, 0.01, -1.62], [-0.77, -0.09, 0.34], [1.99, 1.19, -0.11], [-0.87, 0.69, 0.74], [0.84, -0.06, -0.33], [-0.25, -1.30, -0.32], [0.11, 0.29, -0.03], [-0.04, 0.22, -0.21], [0.16, -0.59, 0.39], [-0.83, -0.08, -0.05], [0.03, 0.14, -0.02], [-0.06, -0.02, -0.21], [-0.05, -0.15, -0.25], [-0.34, 0.28, -0.10], [0.61, 0.45, -0.51], [-0.66, -2.06, -0.06], [0.58, 0.69, -1.37], [-0.91, 0.32, 0.08], [1.78, 0.20, -1.87], [-0.79, -0.34, 0.21], [0.76, -0.42, 0.79], [-0.47, 0.10, 0.13], [-0.04, 0.37, -0.19], [0.18, 0.12, -0.24], [0.33, 0.45, 0.48], [0.72, 0.13, 0.42], [-0.16, 0.14, 0.17], [0.10, -0.08, 0.41], [0.13, 0.52, 0.02], [1.21, -1.87, 1.13], [-0.83, 0.93, -1.04], [0.48, 0.37, 1.06], [-0.74, 2.83, 0.36], [0.72, -0.83, -0.59], [0.66, -1.58, 0.57], [-0.22, 0.62, -1.47], [-0.07, 0.34, 0.40], [-0.02, 0.62, 0.20], [-0.02, 0.13, 0.06], [0.19, -0.18, 0.19], [0.11, -0.20, -0.63], [-1.00, -0.07, -0.36], [-0.57, -0.51, 0.47], [0.08, -0.44, -0.37], [-0.79, -0.02, -0.21], [0.90, 0.34, 0.87], [0.07, -0.88, -0.49], [1.03, -0.61, -2.02], [-0.14, 1.03, 0.94], [0.61, 0.04, 0.24], [-0.95, 0.04, 0.15], [-0.16, 0.03, 0.04], [-0.05, 0.34, 0.12], [-0.27, 0.27, 0.25], [-0.36, -0.22, -0.09], [-0.01, -0.20, -0.05], [-0.25, -0.27, 0.60], [0.26, -0.14, -0.15], [0.08, 0.05, -0.09], [-0.33, 0.07, -0.53], [0.17, -1.48, 0.20], [0.10, -0.71, -0.04], [0.21, 1.52, -0.70], [0.68, 0.21, 0.62], [-0.27, -0.17, -0.40], [-0.52, -0.08, 1.89], [-0.15, 0.21, -0.02], [0.08, 0.06, -0.25], [-0.31, -0.23, -0.17], [-0.13, -0.01, 0.23], [-0.02, 0.70, -0.44], [0.27, -0.10, -0.03], [-0.16, 0.16, -0.04], [0.28, -0.04, -0.33], [-0.34, -0.01, 0.54], [-0.63, 0.64, 0.53], [1.23, -0.93, -0.15], [0.45, -0.43, -0.12], [-0.07, 0.15, -0.25], [-0.27, -0.20, -0.15], [0.22, 0.34, 0.10], [-0.61, 0.46, -0.47], [-0.70, 0.58, 0.07], [-1.03, 0.07, -0.06], [0.91, -0.87, 0.00], [-0.30, 0.25, -0.38], [0.48, 0.03, -0.03], [0.85, -0.02, 0.33], [-0.19, -0.17, 0.10], [0.11, 0.17, 0.08], [0.44, -0.64, 0.55], [-0.29, -0.18, -0.48], [-0.53, 1.56, -0.29], [0.04, -0.23, 0.07], [0.17, -0.05, 0.06], [0.07, -0.07, -0.13], [-0.28, -0.28, -0.03], [0.30, -0.03, 0.25], [0.71, -0.45, 0.93], [-0.38, 0.61, 0.15], [0.28, 0.01, -0.97], [0.21, -0.74, 0.41], [-0.25, 0.45, -0.26], [-0.50, -0.07, -0.16], [0.08, 0.03, -0.11], [-0.03, 0.22, 0.10], [-0.14, 0.56, -0.98], [0.31, -0.36, -0.07], [0.77, 0.21, 1.39], [-0.58, -0.29, -0.40], [-0.21, 0.09, -0.01], [0.07, -0.11, 0.25], [-0.74, 0.10, -0.03], [0.25, -0.13, 0.22], [-1.15, -0.91, 0.90], [0.21, 0.19, 0.45], [-0.48, 0.06, 0.23], [0.13, 0.23, -0.13], [-0.05, 0.05, -0.10], [-0.55, -0.02, 0.43], [-0.19, -0.11, 0.14], [0.08, -0.07, -0.27]], "mulliken_charge": [0.84, 0.20, 0.03, -0.31, -0.10, -0.28, 0.32, 1.13, -0.19, -0.14, -0.47, 0.08, -1.14, 0.03, -1.02, 0.43, -1.00, -0.45, 1.02, -0.45, -0.71, -0.17, 0.60, -0.60, 0.41, 0.36, -0.08, 0.57, -0.45, 0.45, -0.11, 2.62, -1.23, 1.15, -0.68, -0.66, -0.95, 0.18, -0.15, -0.78, -1.24, 0.69, 0.40, 0.23, 0.56, -0.51, -0.62, 1.87, 1.16, -0.63, -0.70, -0.93, 0.47, 0.09, 0.33, 0.40, -1.14, -0.74, 0.37, 0.44, -0.92, 0.57, -0.14, 1.13, -0.67, -0.68, -0.70, 0.41, 0.34, 0.05, -0.41, 0.14, 0.10, 0.50, 0.24, 0.03, -1.00, 0.11, 1.19, -0.72, -0.61, -1.01, -0.32, 0.44, 0.41, 0.31, 0.73, -0.43, 0.39, 0.43, -0.83, 0.98, 0.59, 1.05, -0.65, -0.60, -0.84, 0.47, 0.27, -0.76, -0.09, 0.16, -0.58, 0.47, 0.33, -0.19, -0.77, 0.96, -0.16, 0.40, 0.36, -0.31, -0.28, -0.17, -0.45, 0.67, -0.07, 0.23, 0.51, -0.06, -0.49, -0.10, -0.24, -0.67, -0.07, -0.24, 0.47, 0.41, 0.54, -0.16, 0.81, -0.35, -0.18, -0.01, -0.59, -0.07, 0.53, -0.17, 0.73, 0.35, -0.20, -1.24, 0.40, 0.31, -0.34, -0.19, -0.44, 0.88, -0.18, -0.21, 0.96, -0.16, -0.53], "total_energy_ev": -985082.72319, "total_charge": -1, "homo_energy_ev": -6.5, "gap_ev": 7.82, "largest_force_ha_per_bohr": 0.0714}

***

[3]
{"formula": "C3HBrIO2", "method": "ωB97M-V with the def2-TZVPD basis set", "elements": ["C", "C", "C", "O", "O", "Br", "I", "H"], "coordinates": [[1.700, 0.376, -0.839], [1.238, -1.630, -0.160], [2.137, -2.553, 0.309], [2.896, -3.466, 0.222], [1.514, -2.012, 1.334], [0.119, 0.667, -1.838], [-0.619, -2.478, -0.835], [1.660, 0.705, 0.194]], "forces_ev_per_angstrom": [[1.10, -3.11, 0.22], [-1.21, 3.64, -1.26], [1.13, -2.25, 0.86], [0.79, -0.28, -0.43], [-0.33, 0.88, 0.19], [-0.63, 0.93, -0.04], [0.14, -0.26, 0.11], [-0.99, 0.45, 0.36]], "mulliken_charge": [-0.28, 0.01, 0.39, -0.59, -0.38, -0.23, -0.07, 0.15], "total_energy_ev": -85361.88970, "total_charge": -1, "homo_energy_ev": -3.7, "gap_ev": 6.61, "relative_energy_kcal_mol": 89.1, "largest_force_ha_per_bohr": 0.0786}

***

[4]
{"formula": "C3H6O2S2", "method": "ωB97M-V with the def2-TZVPD basis set", "elements": ["C", "C", "C", "O", "O", "S", "S", "H", "H", "H", "H", "H", "H"], "coordinates": [[0.802, -0.642, 0.699], [-0.076, 1.170, -0.849], [0.681, 0.839, 0.467], [-1.020, -3.026, -0.227], [-2.316, -1.009, 0.188], [0.624, -1.367, 2.139], [-1.160, -1.594, -0.354], [1.339, -1.171, -0.140], [0.610, 1.905, -1.389], [-0.949, 1.827, -0.707], [-0.438, 0.390, -1.547], [0.172, 1.395, 1.302], [1.732, 1.284, 0.416]], "forces_ev_per_angstrom": [[2.19, 0.46, 0.58], [0.82, 2.54, -1.29], [-0.48, 0.79, 0.02], [0.02, 0.78, -0.26], [-1.70, 1.12, 0.77], [0.07, 0.07, -0.15], [0.28, -2.91, -1.03], [-0.67, 0.35, 0.77], [-0.85, -1.25, 0.06], [0.10, -0.51, 0.50], [0.87, 0.38, 0.58], [0.53, -0.98, -0.54], [-1.20, -0.85, -0.02]], "mulliken_charge": [-0.50, -1.01, -0.13, -0.43, -0.36, -0.11, 0.69, 0.36, 0.30, 0.30, 0.31, 0.28, 0.32], "total_energy_ev": -28971.44131, "homo_energy_ev": -9.2, "gap_ev": 7.40, "relative_energy_kcal_mol": 65.8, "largest_force_ha_per_bohr": 0.0602}